Density functional theory data (ωB97M-V/def2-TZVPD) for 2 unconnected molecules or ions with the total composition C32H39BO4 in a non-equilibrium geometry.

Last columns: bonded neighbours and bond lengths (Å).
Geometry (Å):
1 C -2.97317 2.23834 3.32537  C2 1.521, H19 1.097, H20 1.094, H21 1.095
2 C -1.76023 1.69016 2.59028  C1 1.521, C3 1.530, O4 1.413, C16 1.612
3 C -1.09002 2.79977 1.77822  C2 1.530, H22 1.097, H23 1.096, H24 1.098
4 O -0.83639 1.15308 3.51459  C2 1.413, B5 1.450
5 B -0.14951 0.10432 2.78680  O4 1.450, C6 1.657, C12 1.692, O15 1.439
6 C 1.36533 0.64685 2.39300  B5 1.657, C7 1.386, C11 1.389
7 C 1.87631 0.41831 1.12528  C6 1.386, C8 1.406, H25 1.091
8 C 3.16254 0.87945 0.79381  C7 1.406, C9 1.399, H26 1.091
9 C 3.92752 1.56747 1.74162  C8 1.399, C10 1.401, H27 1.091
10 C 3.40092 1.79632 3.01955  C9 1.401, C11 1.404, H28 1.092
11 C 2.11186 1.34055 3.33710  C6 1.389, C10 1.404, H29 1.091
12 C 0.08514 -1.21229 3.82361  B5 1.692, C13 1.474, H30 1.098, H31 1.101
13 C 0.73773 -2.35915 3.16572  C12 1.474, C14 1.347, H32 1.097
14 C 0.13745 -3.04538 2.17377  C13 1.347, H33 1.090, H34 1.091
15 O -0.86090 -0.25111 1.58694  B5 1.439, C16 1.412
16 C -2.10097 0.41991 1.65800  C2 1.612, O15 1.412, C17 1.527, C18 1.517
17 C -3.11905 -0.49892 2.32993  C16 1.527, H35 1.095, H36 1.095, H37 1.098
18 C -2.56697 0.79117 0.26239  C16 1.517, H38 1.097, H39 1.094, H40 1.095
19 H -3.72491 2.56501 2.59655  C1 1.097
20 H -3.41180 1.47616 3.97649  C1 1.094
21 H -2.68362 3.10059 3.93430  C1 1.095
22 H -1.79884 3.24519 1.06993  C3 1.097
23 H -0.74601 3.58384 2.46166  C3 1.096
24 H -0.21774 2.42339 1.22717  C3 1.098
25 H 1.29433 -0.13196 0.38422  C7 1.091
26 H 3.54797 0.68608 -0.20863  C8 1.091
27 H 4.92823 1.92115 1.48908  C9 1.091
28 H 3.98096 2.32571 3.77803  C10 1.092
29 H 1.70321 1.52495 4.33175  C11 1.091
30 H 0.70318 -0.82572 4.64453  C12 1.098
31 H -0.91658 -1.46820 4.20112  C12 1.101
32 H 1.74066 -2.63973 3.51176  C13 1.097
33 H 0.59871 -3.91752 1.70935  C14 1.090
34 H -0.84042 -2.72376 1.81108  C14 1.091
35 H -4.10393 -0.02100 2.36106  C17 1.095
36 H -3.20144 -1.42575 1.75250  C17 1.095
37 H -2.81216 -0.75379 3.35310  C17 1.098
38 H -3.49190 1.37710 0.32974  C18 1.097
39 H -1.80198 1.37580 -0.25779  C18 1.094
40 H -2.76846 -0.11983 -0.31035  C18 1.095
41 C -2.77253 -10.43794 2.53749  O42 1.446, H60 1.089, H61 1.101, H62 1.101
42 O -3.13996 -9.09992 2.94395  C41 1.446, C43 1.359
43 C -2.16331 -8.32697 3.48832  O42 1.359, C44 1.421, C59 1.419
44 C -2.51260 -6.99557 3.84042  C43 1.421, C45 1.372, H63 1.089
45 C -1.55104 -6.15450 4.34055  C44 1.372, C46 1.427, H64 1.090
46 C -0.20930 -6.59425 4.54818  C45 1.427, C47 1.425, C58 1.424
47 C 0.76047 -5.70822 5.09929  C46 1.425, C48 1.393, H65 1.091
48 C 2.05152 -6.08376 5.46270  C47 1.393, C49 1.391, H66 1.089
49 C 2.97155 -5.19507 6.00972  C48 1.391, C50 1.424, H67 1.091
50 C 4.31442 -5.52689 6.34941  C49 1.424, C51 1.427, C57 1.424
51 C 5.15390 -4.55872 6.97738  C50 1.427, C52 1.371, H68 1.090
52 C 6.46438 -4.82880 7.27642  C51 1.371, C53 1.421, H69 1.089
53 C 7.00404 -6.10551 6.96423  C52 1.421, O54 1.359, C56 1.419
54 O 8.31464 -6.30603 7.26215  C53 1.359, C55 1.445
55 C 8.88012 -7.59837 6.95036  O54 1.445, H70 1.090, H71 1.101, H72 1.101
56 C 6.18741 -7.09923 6.36460  C53 1.419, C57 1.380, H73 1.095
57 C 4.87070 -6.80840 6.07128  C50 1.424, C56 1.380, H74 1.090
58 C 0.11046 -7.93883 4.20649  C46 1.424, C59 1.379, H75 1.090
59 C -0.83984 -8.79555 3.69177  C43 1.419, C58 1.379, H76 1.094
60 H -3.69418 -10.84299 2.12103  C41 1.089
61 H -1.97718 -10.42188 1.77564  C41 1.101
62 H -2.44041 -11.04010 3.39758  C41 1.101
63 H -3.54336 -6.67676 3.69141  C44 1.089
64 H -1.80312 -5.12636 4.60161  C45 1.090
65 H 0.45463 -4.67736 5.28242  C47 1.091
66 H 2.34455 -7.12524 5.33879  C48 1.089
67 H 2.63978 -4.17395 6.20470  C49 1.091
68 H 4.72991 -3.58321 7.21333  C51 1.090
69 H 7.11927 -4.09360 7.74280  C52 1.089
70 H 9.91554 -7.50826 7.27726  C55 1.090
71 H 8.36922 -8.40326 7.50113  C55 1.101
72 H 8.83237 -7.80725 5.87045  C55 1.101
73 H 6.60454 -8.08380 6.13103  C56 1.095
74 H 4.26270 -7.58341 5.60483  C57 1.090
75 H 1.12228 -8.31974 4.34422  C58 1.090
76 H -0.57483 -9.82487 3.43244  C59 1.094

Computed properties:
Energy relative to the best compared isomer or geometry (same formula, charge and spin): 0.0 kJ/mol
Total charge: 0
Kohn-Sham gap: 0.099 hartree



Density functional theory data (ωB97M-V/def2-TZVPD) for 2 unconnected molecules or ions with the total composition C6H14O.

Last columns: bonded neighbours and bond lengths (Å).
Geometry (Å):
1 C 2.44463 -1.60599 -0.68252  O2 1.437, H8 1.094, H9 1.095, H10 1.095
2 O 2.28644 -0.84993 0.52927  C1 1.437, C3 1.304
3 C 2.29212 0.44680 0.39141  O2 1.304, H12 1.120
4 C -0.76870 0.56465 0.03189  C5 1.527, C6 1.527, C7 1.528, H11 1.091
5 C -1.49828 1.88712 0.25340  C4 1.527, H13 1.097, H14 1.098, H15 1.096
6 C -1.25095 -0.12991 -1.24002  C4 1.527, H16 1.098, H17 1.096, H18 1.098
7 C -0.90755 -0.35704 1.24328  C4 1.528, H19 1.097, H20 1.097, H21 1.097
8 H 2.64887 -0.91191 -1.50374  C1 1.094
9 H 1.50725 -2.14640 -0.84903  C1 1.095
10 H 3.26454 -2.31551 -0.53268  C1 1.095
11 H 0.28709 0.80130 -0.11098  C4 1.091
12 H 2.09171 0.79218 1.43800  C3 1.120
13 H -1.13662 2.39196 1.15763  C5 1.097
14 H -2.57641 1.71679 0.36805  C5 1.098
15 H -1.34738 2.56609 -0.59403  C5 1.096
16 H -0.71962 -1.07761 -1.39978  C6 1.098
17 H -1.08556 0.50167 -2.12017  C6 1.096
18 H -2.32414 -0.35344 -1.17521  C6 1.098
19 H -0.29878 -1.26411 1.14004  C7 1.097
20 H -1.95328 -0.66783 1.35915  C7 1.097
21 H -0.60422 0.14147 2.17241  C7 1.097

Computed properties:
Energy relative to the best compared isomer or geometry (same formula, charge and spin): 341.3 kJ/mol
Total charge: 0
Kohn-Sham gap: 0.349 hartree



Density functional theory data (ωB97M-V/def2-TZVPD) for 2 unconnected molecules or ions with the total composition CH3N5O2 in a non-equilibrium geometry.

Last columns: bonded neighbours and bond lengths (Å).
Geometry (Å):
1 C -1.82525 -1.57908 0.36866  N2 1.141, N4 1.346
2 N -1.88787 -2.48339 1.06193  C1 1.141
3 N -0.78844 1.30812 -1.19546  N5 1.228, H9 1.040
4 N -1.83534 -0.40067 -0.28249  C1 1.346, N5 1.339, H11 0.987
5 N -0.75699 0.38617 -0.38526  N3 1.228, N4 1.339
6 N 2.22565 0.50093 0.66663  O7 1.384, O8 1.177
7 O 3.53283 0.22914 1.02964  N6 1.384, H10 0.924
8 O 1.97990 0.40918 -0.48122  N6 1.177
9 H -1.65762 1.44922 -1.74805  N3 1.040
10 H 3.60714 0.58346 1.87964  O7 0.924
11 H -2.59402 -0.40308 -0.91403  N4 0.987

Computed properties:
Energy relative to the best compared isomer or geometry (same formula, charge and spin): 180.2 kJ/mol
SMILES: [H]/N=N\NC#N.O=NO
Total charge: 0
Kohn-Sham gap: 0.390 hartree



Density functional theory data (ωB97M-V/def2-TZVPD) for a single C6H5NS molecule in a non-equilibrium geometry.

Last columns: bonded neighbours and bond lengths (Å).
Geometry (Å):
1 C -2.48679 -0.73891 -0.12899  C2 1.400, H7 1.088, H8 1.096
2 C -1.55037 0.19119 0.33718  C1 1.400, C3 1.442, H9 1.118
3 C -0.18006 0.14486 -0.11055  C2 1.442, C4 1.380, N12 1.452
4 C 0.77223 -0.85210 -0.17631  C3 1.380, C5 1.459, H10 1.019
5 C 2.02523 -0.11160 -0.07345  C4 1.459, C6 1.503, S13 1.632
6 C 1.72340 1.35753 -0.17118  C5 1.503, H11 1.090, N12 1.258
7 H -2.18162 -1.65184 -0.63713  C1 1.088
8 H -3.52912 -0.66404 0.20159  C1 1.096
9 H -1.89953 1.12539 0.84237  C2 1.118
10 H 0.74587 -1.85199 0.01744  C4 1.019
11 H 2.49170 2.11913 -0.04047  C6 1.090
12 N 0.46897 1.44273 -0.14668  C3 1.452, C6 1.258
13 S 3.60009 -0.51034 0.08621  C5 1.632

Computed properties:
Energy relative to the best compared isomer or geometry (same formula, charge and spin): 164.9 kJ/mol
SMILES: C=CC1=CC(=S)C=N1
Total charge: 0
Kohn-Sham gap: 0.259 hartree